No. 1
# C3H5INO2

2 unconnected molecules or ions with the total composition C3H5INO2 in a non-equilibrium geometry (ωB97M-V/def2-TZVPD, the OMol25 dataset).

Cartesian coordinates (Å):
C: 3.13 0.10 0.95
C: -1.06 0.44 0.46
C: -0.40 -0.20 -0.67
N: -1.90 -0.10 -0.55
O: 4.18 0.10 1.40
O: 2.08 0.06 0.50
I: 0.51 -2.11 -0.57
H: -0.82 0.22 1.45
H: -0.99 1.51 0.30
H: 0.09 0.32 -1.46
H: -2.47 -1.01 -0.72
H: -2.35 0.66 -1.10

Its max |F| is 0.08435 Eh/bohr. The energy above the lowest of the compared OMol25 structures with the same formula, charge and spin is 0.581 eV. The calculation puts the orbital gap at 10.0 eV. As for the total charge: +1. The value obtained for the highest occupied orbital energy is -13.855 eV.

=====

No. 2
# C3H5IO

2 unconnected molecules or ions with the total composition C3H5IO in a non-equilibrium geometry (ωB97M-V/def2-TZVPD, the OMol25 dataset).

Cartesian coordinates (Å):
C: -0.78 0.52 0.52
C: -1.84 0.31 -0.52
C: 0.62 -0.05 0.33
O: -1.31 1.49 -0.25
I: -3.84 -0.11 -0.05
H: -1.23 0.55 1.48
H: -1.57 -0.22 -1.92
H: 1.12 -0.22 1.24
H: 1.21 0.83 -0.06
H: 0.53 -0.96 -0.21

Its max |F| is 0.09783 Eh/bohr. The energy above the lowest of the compared OMol25 structures with the same formula, charge and spin is 2.693 eV. The calculation puts the orbital gap at 9.7 eV. As for the total charge: 0. The value obtained for the highest occupied orbital energy is -9.367 eV.

=====

No. 3
# C3H5IOS

A single C3H5IOS molecule in a non-equilibrium geometry (ωB97M-V/def2-TZVPD, the OMol25 dataset).

Cartesian coordinates (Å):
C: -1.29 -0.40 -0.24
C: 0.05 0.13 0.19
S: 0.17 1.90 -0.17
C: 1.22 -0.65 -0.30
O: 1.24 -1.66 -0.89
I: 3.16 0.08 0.47
H: -1.97 -0.98 0.37
H: -1.02 -1.12 -1.09
H: -1.84 0.43 -0.57
H: 0.05 -0.11 1.25
H: 0.23 2.36 0.96

Its max |F| is 0.08353 Eh/bohr. The energy above the lowest of the compared OMol25 structures with the same formula, charge and spin is 0.684 eV. The calculation puts the orbital gap at 9.5 eV. As for the total charge: 0. The value obtained for the highest occupied orbital energy is -9.181 eV.

=====

Which of these has the lowest highest occupied orbital energy? C3H5INO2

=====

Which formula does entry 2 have? C3H5IO